The following is a DFT calculation (wB97M-V/def2-TZVPD) of an isolated molecule of C4H8O2S at a distorted geometry.

- SMILES string = CC1OCSCO1
- energy above the lowest of the compared OMol25 structures with the same formula, charge and spin (kcal/mol) = 31.2
- M (g/mol) = 120.17
- spin multiplicity = 1
- HOMO-LUMO gap (eV) = 9.97
- maximum force (hartree/bohr) = 0.04674

The geometry in XYZ format:
```
15
Properties=species:S:1:pos:R:3:lowdin_charge:R:1
C 1.188 1.055 -1.389 0.001
C 0.553 0.097 -0.364 -0.487
C -0.075 -0.003 1.835 -0.497
C -1.536 -1.029 -0.161 -0.495
H 2.185 1.361 -1.091 0.077
H 0.496 1.922 -1.535 0.104
H 1.250 0.524 -2.365 0.091
H 1.201 -0.777 -0.153 0.163
H -0.031 0.667 2.749 0.118
H 0.444 -0.949 1.924 0.081
H -2.492 -1.033 -0.693 0.094
H -1.188 -2.079 -0.179 0.099
O 0.463 0.839 0.830 -0.134
O -0.677 -0.210 -0.894 -0.127
S -1.782 -0.385 1.488 0.911
```